(1)
Here is an isolated molecule of CH4N2S from the Open Molecules 2025 dataset. Energies are from the ωB97M-V functional and the def2-TZVPD basis.

Summary:
net charge	0
HOMO-LUMO gap	0.3316	hartree
SMILES string	SN1CN1
energy relative to the best compared isomer or geometry (same formula, charge and spin)	4.6892	eV

```
8
Properties=species:S:1:pos:R:3:forces:R:3:nbo_charge:R:1
S -1.908 0.209 0.123 -2.2 2.6 0.5 0.1966
N -0.571 -0.259 -0.674 5.7 0.1 -0.7 -0.4758
C 0.885 0.166 0.341 -2.4 -0.6 -1.9 -0.1102
N 0.298 -1.130 0.112 -0.5 1.3 2.9 -0.5127
H -1.845 1.554 -0.465 -0.4 -2.2 1.1 0.1214
H 0.547 0.759 1.256 0.7 -1.0 -1.5 0.2107
H 1.697 0.492 -0.357 -0.8 -0.1 1.0 0.1968
H 0.896 -1.790 -0.336 -0.1 -0.1 -1.3 0.3731
```
Forces are in eV/Å.



(2)
Here is a structure of composition C54H39B3ClNO12 from the Open Molecules 2025 dataset. Energies are from the ωB97M-V functional and the def2-TZVPD basis.

Summary:
net charge	0
HOMO-LUMO gap	0.3126	hartree

```
110
Properties=species:S:1:pos:R:3:forces:R:3:lowdin_charge:R:1
C 2.961 1.330 3.370 -0.4 0.5 0.2 0.0361
C 2.721 1.994 2.038 0.8 -1.2 -0.2 -0.4702
O 3.011 1.458 1.001 -0.4 0.8 0.5 0.1322
O 2.125 3.237 2.147 0.2 -0.2 -0.5 0.0974
C 2.113 3.998 0.977 0.1 1.0 -1.5 -0.4164
O 3.090 4.240 0.326 -0.5 -0.5 1.0 0.1707
C 0.732 4.520 0.602 0.6 -0.7 0.7 0.0800
B -0.237 3.305 0.308 -0.1 0.8 -0.8 -0.5394
O -1.618 3.552 0.129 0.8 -0.4 1.4 0.2474
B -2.242 2.964 1.235 -0.5 0.5 -0.1 -0.5163
C -3.615 3.543 1.733 0.1 -0.2 -0.3 -0.0467
C -4.741 2.499 1.882 -0.1 0.8 0.7 -0.2738
C -4.511 1.476 2.985 0.0 -0.6 -0.5 -0.5459
Cl -5.452 -0.021 2.569 0.1 0.2 0.3 0.5274
O -1.574 1.899 1.836 -0.6 -0.2 -0.8 0.2955
B -0.794 1.237 0.882 0.8 -0.8 0.0 -0.4610
C -0.953 -0.265 0.498 0.0 2.3 1.0 -0.0568
C -2.220 -0.805 0.399 0.1 -0.5 -0.1 0.0017
C -2.272 -2.124 0.015 -0.8 0.7 0.1 -0.0371
C -1.080 -2.747 -0.221 -0.2 -2.2 -0.6 -0.1691
N 0.136 -2.267 -0.098 0.6 0.3 0.1 0.1035
C 0.193 -0.996 0.272 0.1 -0.4 -0.3 -0.0787
O 0.180 2.000 0.238 -0.7 0.3 0.6 0.3286
H 2.923 2.057 4.179 0.1 -0.1 0.0 0.0860
H 3.917 0.817 3.346 0.1 0.1 -0.1 0.0933
H 2.198 0.574 3.560 -0.1 0.0 -0.1 0.0939
H 0.365 5.119 1.442 -0.3 -0.2 0.0 0.1432
H 0.826 5.202 -0.240 0.1 0.0 -0.1 0.1246
H -3.959 4.280 1.004 0.1 0.1 0.0 0.1110
H -3.444 4.119 2.650 -0.1 -0.2 0.1 0.1256
H -4.959 2.035 0.922 0.2 -0.2 0.0 0.0987
H -5.646 3.050 2.149 -0.1 -0.1 -0.1 0.1106
H -4.840 1.817 3.962 -0.2 0.0 0.0 0.0759
H -3.481 1.144 3.077 0.0 0.1 -0.1 0.0586
H -3.114 -0.230 0.594 0.0 0.1 0.1 0.1028
H -3.212 -2.636 -0.119 0.0 -0.2 0.0 0.1148
H -1.148 -3.779 -0.558 0.2 0.0 0.0 0.1073
H 1.172 -0.542 0.377 0.1 0.0 0.0 0.1176
C 3.772 0.173 -2.785 0.0 0.0 0.0 -0.0484
C 2.585 -0.551 -2.745 0.1 0.0 0.0 -0.0547
C 2.616 -1.934 -2.691 -0.2 0.1 0.0 -0.0051
C 3.834 -2.602 -2.687 0.1 0.0 0.0 -0.0806
C 5.026 -1.875 -2.751 -0.1 -0.1 0.0 -0.0826
C 4.990 -0.487 -2.789 -0.1 0.1 0.0 0.0015
C 6.340 -2.573 -2.794 0.2 0.2 0.0 -0.2772
O 7.378 -1.945 -2.846 0.0 0.0 0.0 0.1057
C 6.352 -4.063 -2.782 -0.1 -0.1 0.0 -0.0814
C 7.564 -4.734 -2.878 0.1 -0.1 0.0 -0.0025
C 7.593 -6.118 -2.854 -0.1 0.0 0.0 -0.0585
C 6.409 -6.839 -2.725 0.0 0.0 0.0 -0.0596
C 5.198 -6.175 -2.635 0.1 -0.2 0.0 -0.0055
C 5.163 -4.786 -2.671 0.1 0.1 0.0 -0.0820
C 3.850 -4.087 -2.607 -0.3 -0.1 0.0 -0.2741
O 2.818 -4.718 -2.496 0.0 0.0 0.0 0.0942
H 3.746 1.254 -2.817 0.0 0.0 0.0 0.1092
H 1.634 -0.034 -2.752 0.0 0.0 0.0 0.1068
H 1.693 -2.495 -2.652 0.1 -0.1 0.1 0.1110
H 5.913 0.075 -2.825 0.1 -0.1 0.0 0.1207
H 8.484 -4.174 -2.975 -0.1 0.1 0.0 0.1203
H 8.538 -6.639 -2.934 0.0 0.0 0.0 0.1067
H 6.434 -7.920 -2.700 0.0 0.0 0.0 0.1062
H 4.277 -6.734 -2.539 -0.1 0.1 0.0 0.1172
C 1.312 -6.480 0.769 0.0 -0.1 0.0 -0.0398
C 2.038 -7.501 1.375 -0.1 0.1 0.0 -0.0523
C 1.773 -7.861 2.687 0.1 -0.1 -0.1 -0.0026
C 0.788 -7.193 3.404 -0.1 0.1 0.0 -0.0848
C 0.075 -6.153 2.802 0.0 -0.1 0.1 -0.0792
C 0.334 -5.809 1.483 0.1 0.0 -0.2 0.0069
C -0.951 -5.392 3.565 -0.1 0.2 -0.2 -0.2745
O -1.575 -4.491 3.041 0.0 0.0 0.0 0.1031
C -1.191 -5.757 4.988 0.1 -0.1 0.0 -0.0820
C -2.105 -5.024 5.735 -0.1 0.1 0.1 -0.0033
C -2.348 -5.360 7.056 0.0 -0.1 0.0 -0.0588
C -1.684 -6.437 7.635 0.0 0.0 0.0 -0.0586
C -0.768 -7.168 6.898 -0.1 0.0 0.2 -0.0031
C -0.511 -6.826 5.576 0.0 0.1 -0.1 -0.0822
C 0.502 -7.601 4.806 0.2 -0.2 0.1 -0.2779
O 1.083 -8.538 5.313 0.0 0.0 0.0 0.1045
H 1.515 -6.205 -0.259 0.0 0.0 0.0 0.1037
H 2.811 -8.017 0.821 0.0 0.0 0.0 0.1062
H 2.334 -8.657 3.156 -0.1 0.0 0.1 0.1196
H -0.225 -5.013 1.013 0.0 0.0 0.1 0.0870
H -2.623 -4.190 5.282 0.1 0.0 -0.1 0.1198
H -3.057 -4.785 7.637 0.0 0.0 0.0 0.1065
H -1.880 -6.703 8.666 0.0 0.0 0.0 0.1066
H -0.248 -8.002 7.348 0.1 0.0 -0.1 0.1201
C -0.502 5.039 -3.838 0.0 0.0 0.1 -0.0375
C -0.923 4.811 -2.532 0.0 0.1 -0.2 -0.0430
C -2.014 5.488 -2.020 0.0 0.0 -0.1 0.0186
C -2.690 6.405 -2.816 0.1 0.1 -0.1 -0.0709
C -2.256 6.653 -4.120 -0.1 0.0 0.1 -0.0800
C -1.166 5.959 -4.631 0.1 -0.1 0.0 0.0023
C -2.940 7.667 -4.970 0.1 0.0 -0.3 -0.2764
O -2.567 7.881 -6.104 0.0 0.0 0.0 0.1088
C -4.087 8.419 -4.390 0.0 0.0 0.1 -0.0820
C -4.704 9.408 -5.145 -0.1 0.1 -0.1 -0.0013
C -5.780 10.106 -4.624 0.0 0.0 0.1 -0.0559
C -6.251 9.813 -3.348 0.0 0.0 -0.1 -0.0566
C -5.638 8.831 -2.589 -0.1 0.1 0.0 -0.0025
C -4.549 8.137 -3.102 0.1 0.0 -0.1 -0.0830
C -3.878 7.109 -2.261 -0.1 -0.1 0.3 -0.2739
O -4.287 6.853 -1.146 0.0 0.0 0.0 0.1033
H 0.348 4.499 -4.236 0.0 0.0 0.0 0.1118
H -0.402 4.095 -1.911 0.0 0.0 -0.2 0.0868
H -2.342 5.304 -1.011 -0.1 0.1 0.0 0.1083
H -0.838 6.142 -5.645 -0.1 0.1 0.0 0.1218
H -4.339 9.634 -6.138 0.1 -0.1 0.0 0.1209
H -6.256 10.880 -5.212 0.0 0.0 0.0 0.1077
H -7.097 10.355 -2.946 0.0 0.0 0.0 0.1074
H -6.000 8.606 -1.596 0.1 -0.1 0.0 0.1199
```
Forces are in eV/Å.



(3)
Here is a cluster of 2 separate species, C2H10N2 in total from the Open Molecules 2025 dataset. Energies are from the ωB97M-V functional and the def2-TZVPD basis.

Summary:
net charge	+1
HOMO-LUMO gap (spin up / spin down)	0.2957 / 0.1023	hartree
2S+1	2
energy relative to the best compared isomer or geometry (same formula, charge and spin)	1.0348	eV

```
14
Properties=species:S:1:pos:R:3:forces:R:3:nbo_charge:R:1
C 0.479 0.097 2.777 0.1 -1.4 -0.1 -0.4871
N 1.387 -0.029 1.685 0.6 2.6 -0.6 -0.2156
H 0.842 -0.461 3.635 0.1 0.2 0.1 0.2694
H -0.484 -0.315 2.459 -0.1 0.4 0.1 0.2791
H 0.388 1.172 3.013 -0.1 0.1 -0.1 0.3152
H 1.151 0.480 0.820 -0.7 -0.8 -0.2 0.4143
H 2.398 0.136 1.768 0.0 -1.0 0.7 0.4227
C -0.645 0.345 -2.412 -0.8 0.2 -0.7 -0.4210
N -1.008 -1.072 -2.390 0.6 0.3 0.0 -0.8229
H -0.814 0.810 -1.456 0.1 0.5 0.7 0.1401
H -1.263 0.927 -3.099 -0.1 -0.3 -0.1 0.2153
H 0.361 0.540 -2.759 0.4 -0.3 0.1 0.1893
H -1.987 -1.227 -2.578 0.0 0.1 0.0 0.3694
H -0.804 -1.404 -1.460 -0.2 -0.5 -0.1 0.3318
```
Forces are in eV/Å.



(4)
Here is a structure of composition C31H33Br2N6O4SSiTeTl from the Open Molecules 2025 dataset. Energies are from the ωB97M-V functional and the def2-TZVPD basis.

Summary:
net charge	-2
HOMO-LUMO gap	0.1772	hartree

```
80
Properties=species:S:1:pos:R:3:forces:R:3:nbo_charge:R:1
Tl 1.931 0.255 -0.243 0.1 -0.2 -0.1 0.7591
N 1.585 3.214 1.630 0.0 -0.1 0.4 -0.6669
N 2.739 3.479 2.383 0.1 -0.2 0.0 -0.4243
C 3.902 2.782 2.305 -0.3 0.2 0.1 0.6007
N 4.855 3.160 3.204 0.0 0.0 -0.1 -0.8231
N 3.951 1.828 1.406 0.2 -0.1 0.0 -0.4575
N 5.147 1.177 1.170 -0.4 0.1 -0.1 0.6282
O 6.183 1.436 1.801 0.0 0.0 0.0 -0.4979
O 5.087 0.346 0.299 0.4 0.2 0.1 -0.3201
H 1.776 3.337 0.631 0.0 0.1 0.0 0.4252
H 1.290 2.248 1.769 0.0 0.0 0.0 0.3643
H 2.555 3.934 3.261 0.0 0.1 0.0 0.3675
H 4.806 4.117 3.509 0.0 0.0 0.0 0.3800
H 5.768 2.774 3.000 0.0 0.0 0.0 0.4336
C -0.072 -1.106 -2.949 0.0 -0.1 0.0 -0.6495
C 0.116 0.276 -3.503 0.1 -0.1 -0.1 0.2351
C -0.289 0.605 -4.816 0.0 0.0 0.0 -0.2519
C -0.043 1.857 -5.300 0.0 0.0 0.0 -0.1644
C 0.600 2.817 -4.486 0.0 0.0 -0.1 -0.1422
C 0.911 4.140 -4.889 0.0 0.0 0.1 -0.1335
Br 0.506 4.736 -6.658 0.0 0.0 0.0 -0.0261
C 1.513 5.007 -4.021 0.0 0.0 -0.1 -0.2293
C 1.820 4.611 -2.719 0.0 0.0 0.0 -0.2226
Br 2.636 5.881 -1.562 0.0 0.0 0.0 -0.0059
C 1.563 3.326 -2.201 -0.1 0.0 -0.1 0.3814
O 1.822 2.954 -1.029 0.0 0.0 -0.3 -0.7573
C 0.940 2.411 -3.175 0.0 0.1 0.1 0.1712
N 0.699 1.160 -2.730 -0.1 0.0 -0.1 -0.4562
H -0.775 -1.685 -3.549 0.0 0.0 0.0 0.2028
H -0.446 -1.052 -1.926 0.0 0.0 0.0 0.2425
H 0.885 -1.635 -2.921 0.0 0.0 0.0 0.2482
H -0.787 -0.139 -5.424 0.0 0.0 0.0 0.2061
H -0.342 2.131 -6.303 0.0 0.0 0.0 0.2150
H 1.753 6.014 -4.336 0.0 0.0 0.0 0.2226
Te 4.099 -2.619 -0.496 -0.1 -0.3 0.1 -0.3703
C 3.593 -4.672 -0.403 0.0 0.1 -0.2 -0.4435
C 2.472 -5.325 -0.852 0.0 0.1 0.1 -0.3528
C 2.507 -6.735 -0.671 0.0 -0.1 0.0 -0.2643
C 3.660 -7.165 -0.085 0.0 0.0 0.0 -0.4916
S 4.693 -5.830 0.242 0.0 0.0 0.0 0.3995
H 1.637 -4.793 -1.286 0.0 0.0 0.0 0.2173
H 1.706 -7.400 -0.971 0.0 0.0 0.0 0.1965
H 3.940 -8.174 0.173 0.0 0.0 0.0 0.2080
C -0.451 -2.606 2.665 0.0 0.0 0.0 -0.6090
C -1.514 -2.384 1.581 0.1 0.0 0.0 -0.5047
C -2.818 -3.039 2.038 0.0 0.0 0.0 -0.6028
C -1.035 -3.066 0.295 0.0 0.0 0.0 -0.6115
Si -1.584 -0.495 1.272 -0.1 -0.1 0.0 1.9673
O -0.145 0.104 1.015 0.0 0.2 0.1 -1.4125
C -2.727 -0.109 -0.204 0.0 0.0 0.0 -0.4194
C -2.199 0.739 -1.181 0.0 0.0 0.1 -0.1429
C -2.928 1.101 -2.307 0.0 0.0 0.0 -0.2503
C -4.221 0.626 -2.477 0.0 0.0 0.0 -0.2366
C -4.774 -0.209 -1.514 0.0 0.0 0.0 -0.2282
C -4.033 -0.568 -0.396 0.0 0.0 0.0 -0.2422
C -2.403 0.318 2.794 0.1 0.0 0.0 -0.3901
C -1.628 1.213 3.535 0.0 0.0 0.0 -0.2027
C -2.124 1.839 4.671 0.0 0.0 0.0 -0.2345
C -3.418 1.582 5.098 0.0 0.0 0.0 -0.2245
C -4.214 0.706 4.372 0.0 0.0 0.0 -0.2410
C -3.708 0.089 3.235 0.0 0.0 -0.1 -0.2294
H -0.306 -3.680 2.838 0.0 0.0 0.0 0.1883
H -0.747 -2.147 3.614 0.0 0.0 0.0 0.1965
H 0.507 -2.177 2.370 0.0 0.0 0.0 0.2396
H -2.650 -4.110 2.211 0.0 0.0 0.0 0.1871
H -3.609 -2.955 1.289 0.0 0.0 0.0 0.1939
H -3.184 -2.609 2.974 0.0 0.0 0.0 0.2037
H -0.936 -4.147 0.454 0.0 0.0 0.0 0.1925
H -0.055 -2.690 -0.007 0.0 0.0 0.0 0.2326
H -1.733 -2.907 -0.533 0.0 0.0 0.0 0.1992
H -1.190 1.113 -1.050 0.0 0.0 0.0 0.2317
H -2.480 1.750 -3.052 0.0 0.0 0.0 0.2117
H -4.796 0.905 -3.353 0.0 0.0 0.0 0.1945
H -5.785 -0.583 -1.636 0.0 0.0 0.0 0.1904
H -4.491 -1.224 0.336 0.0 0.0 0.0 0.1925
H -0.619 1.414 3.194 0.0 0.0 0.0 0.2283
H -1.499 2.533 5.223 0.0 0.0 0.0 0.1962
H -3.808 2.064 5.988 0.0 0.0 0.0 0.1907
H -5.231 0.505 4.691 0.0 0.0 0.0 0.1928
H -4.357 -0.576 2.676 0.0 0.0 0.0 0.1991
```
Forces are in eV/Å.



Question: net charge of number 2 (C54H39B3ClNO12)?
Answer: 0



Question: Among the records above, which one has the lowest net charge?
Answer: C31H33Br2N6O4SSiTeTl